one.
{"formula": "H26O13Xe", "method": "wB97M-V/def2-TZVPD", "gap_ev": 9.787, "e_lumo_ha": -0.004, "total_charge": 0, "multiplicity": 1, "homo_ev": -9.907, "elements": ["Xe", "O", "H", "H", "O", "H", "H", "O", "H", "H", "O", "H", "H", "O", "H", "H", "O", "H", "H", "O", "H", "H", "O", "H", "H", "O", "H", "H", "O", "H", "H", "O", "H", "H", "O", "H", "H", "O", "H", "H"], "positions_angstrom": [[-0.480, -0.421, -0.463], [3.357, 1.061, -1.651], [3.977, 1.788, -1.589], [2.543, 1.408, -1.285], [-3.838, 1.616, -0.635], [-4.692, 1.654, -0.204], [-3.648, 0.681, -0.709], [-0.391, -3.675, 1.519], [0.522, -3.407, 1.417], [-0.657, -3.958, 0.644], [-1.074, -4.193, -1.240], [-0.643, -3.937, -2.056], [-0.774, -5.088, -1.081], [-0.632, -2.538, -3.730], [-0.517, -1.597, -3.868], [-0.350, -2.937, -4.554], [-1.358, 3.118, -0.486], [-1.565, 3.953, -0.906], [-2.118, 2.565, -0.666], [2.201, -2.668, 1.145], [2.279, -1.722, 1.267], [2.981, -3.030, 1.565], [1.331, 2.443, 0.005], [0.382, 2.455, -0.115], [1.551, 3.336, 0.273], [0.803, 2.581, -3.520], [1.054, 3.430, -3.883], [0.610, 2.761, -2.599], [-2.573, -1.896, 2.117], [-1.837, -2.349, 1.706], [-2.441, -2.028, 3.056], [0.587, 0.677, 3.503], [0.089, 1.278, 2.949], [1.369, 0.470, 2.992], [2.632, 0.047, 1.750], [3.547, 0.302, 1.865], [2.329, 0.569, 1.007], [-1.282, 2.544, 2.436], [-2.061, 1.997, 2.529], [-1.214, 2.709, 1.496]], "nbo_charge": [0.0048, -0.9512, 0.4606, 0.4844, -0.9677, 0.4887, 0.4906, -0.9972, 0.4991, 0.4825, -0.9562, 0.4975, 0.4675, -0.9528, 0.4830, 0.4736, -0.9952, 0.4892, 0.5172, -0.9734, 0.5007, 0.4728, -0.9939, 0.5042, 0.4811, -0.9350, 0.4652, 0.4693, -0.9802, 0.4956, 0.4695, -0.9845, 0.4786, 0.4749, -0.9619, 0.4882, 0.5044, -0.9552, 0.4793, 0.4819]}

two.
{"formula": "H26O13Xe", "method": "wB97M-V/def2-TZVPD", "gap_ev": 9.190, "e_lumo_ha": -0.020, "total_charge": 0, "multiplicity": 1, "homo_ev": -9.738, "elements": ["Xe", "O", "H", "H", "O", "H", "H", "O", "H", "H", "O", "H", "H", "O", "H", "H", "O", "H", "H", "O", "H", "H", "O", "H", "H", "O", "H", "H", "O", "H", "H", "O", "H", "H", "O", "H", "H", "O", "H", "H"], "positions_angstrom": [[0.158, -0.315, 0.099], [-2.820, -0.548, 2.174], [-2.870, -0.997, 1.330], [-2.570, 0.350, 1.953], [2.588, 1.007, 2.157], [3.213, 1.394, 1.543], [2.999, 1.111, 3.015], [-0.394, -1.593, -3.814], [0.475, -1.217, -3.676], [-0.554, -1.489, -4.752], [-0.458, -3.842, 0.112], [-0.577, -3.805, 1.061], [0.476, -4.014, -0.006], [0.979, 3.025, -1.134], [0.614, 3.439, -0.352], [1.104, 3.746, -1.751], [-2.427, 2.153, 1.309], [-2.970, 2.881, 1.611], [-2.630, 2.072, 0.377], [-2.689, 1.697, -1.561], [-3.426, 2.306, -1.611], [-2.042, 2.054, -2.169], [-0.005, 2.225, 2.794], [-0.657, 2.210, 2.093], [0.777, 1.837, 2.403], [3.903, 0.279, -1.224], [3.165, 0.270, -1.833], [3.878, 1.150, -0.829], [-0.745, -2.486, 2.657], [-0.320, -2.359, 3.505], [-1.351, -1.749, 2.579], [-2.186, -3.043, -1.719], [-1.675, -2.375, -2.176], [-1.603, -3.362, -1.030], [1.556, 0.547, -3.141], [1.474, 1.139, -3.888], [1.109, 1.000, -2.426], [2.466, -1.782, 2.237], [2.413, -0.828, 2.177], [1.623, -2.090, 1.906]], "nbo_charge": [0.0032, -0.9670, 0.4767, 0.4960, -0.9522, 0.4863, 0.4899, -0.9576, 0.4877, 0.4677, -0.9648, 0.5056, 0.4799, -0.9581, 0.4862, 0.4726, -0.9767, 0.4843, 0.5011, -0.9387, 0.4714, 0.4823, -0.9774, 0.4791, 0.4788, -0.9421, 0.4856, 0.4514, -0.9945, 0.4804, 0.5023, -0.9877, 0.4733, 0.4865, -0.9652, 0.4773, 0.4948, -0.9678, 0.4810, 0.4683]}

one wins, 28.1 kJ/mol ahead of the next structure.

one.
{"formula": "CH2O4S2", "method": "wB97M-V/def2-TZVPD", "gap_ev": 9.058, "e_lumo_ha": -0.043, "total_charge": 0, "multiplicity": 1, "homo_ev": -10.239, "elements": ["C", "O", "O", "O", "O", "S", "S", "H", "H"], "positions_angstrom": [[1.196, 0.907, 2.017], [-0.104, 0.947, -0.164], [1.228, 3.066, 0.462], [4.388, -1.593, -0.855], [5.108, 0.666, -0.373], [0.616, 1.786, 0.780], [5.475, -0.689, -0.600], [0.469, 0.116, 2.058], [1.568, 1.389, 3.006]], "nbo_charge": [-0.8643, -0.8478, -0.8332, -0.8237, -0.8244, 2.0383, 1.6486, 0.2422, 0.2644]}

two.
{"formula": "CH2O4S2", "method": "wB97M-V/def2-TZVPD", "gap_ev": 7.895, "e_lumo_ha": -0.069, "total_charge": 0, "multiplicity": 1, "homo_ev": -9.762, "elements": ["C", "O", "O", "O", "O", "S", "S", "H", "H"], "positions_angstrom": [[-1.419, -0.423, -0.069], [-0.540, 1.735, 1.297], [-0.382, 1.715, -1.162], [2.135, -2.001, -0.027], [1.673, 0.446, 0.247], [-0.758, 1.056, 0.040], [2.657, -0.657, 0.002], [-1.681, -1.120, 0.727], [-1.686, -0.752, -1.054]], "nbo_charge": [-0.9323, -0.8546, -0.8691, -0.7952, -0.8388, 2.1325, 1.6414, 0.2633, 0.2527]}

two wins, 25.7 kJ/mol ahead of the next structure.

one.
{"formula": "C3H3BrS", "method": "wB97M-V/def2-TZVPD", "gap_ev": [8.145, 6.797], "e_lumo_ha": [-0.008, -0.038], "total_charge": 0, "multiplicity": 1, "homo_ev": [-8.363, -7.833], "elements": ["C", "C", "C", "S", "Br", "H", "H", "H"], "positions_angstrom": [[0.343, 1.526, 0.000], [2.895, 1.913, 1.100], [-1.497, -0.891, -0.333], [-0.074, 0.012, 0.500], [3.500, 0.560, 0.174], [-1.927, -1.336, 0.466], [-0.993, -1.576, -0.970], [-2.246, -0.209, -0.936]], "nbo_charge": [-0.2259, -0.1425, -0.7188, 0.2601, 0.1399, 0.2166, 0.2272, 0.2434]}

two.
{"formula": "C3H3BrS", "method": "wB97M-V/def2-TZVPD", "gap_ev": [7.507, 6.951], "e_lumo_ha": [-0.018, -0.045], "total_charge": 0, "multiplicity": 1, "homo_ev": [-8.002, -8.172], "elements": ["C", "C", "C", "S", "Br", "H", "H", "H"], "positions_angstrom": [[0.285, 1.026, -0.666], [2.819, 0.972, 0.604], [-1.703, -0.592, -0.012], [0.118, -0.215, 0.244], [4.519, 0.677, 0.091], [-2.243, -0.004, 0.755], [-1.937, -1.592, 0.100], [-1.858, -0.273, -1.117]], "nbo_charge": [-0.2906, -0.1494, -0.7474, 0.3761, 0.1162, 0.2318, 0.2179, 0.2455]}

two wins, 6.5 kJ/mol ahead of the next structure.